{"formula": "C53H111N5O9S2", "method": "the ωB97M-V functional and the def2-TZVPD basis", "species": ["C", "C", "C", "S", "O", "O", "C", "H", "H", "H", "H", "H", "H", "H", "H", "C", "C", "C", "S", "O", "O", "C", "H", "H", "H", "H", "H", "H", "H", "H", "C", "C", "C", "C", "C", "C", "N", "O", "C", "C", "C", "H", "H", "H", "H", "H", "H", "H", "H", "H", "H", "H", "H", "H", "H", "H", "H", "H", "H", "H", "C", "C", "C", "C", "C", "C", "N", "O", "C", "C", "C", "H", "H", "H", "H", "H", "H", "H", "H", "H", "H", "H", "H", "H", "H", "H", "H", "H", "H", "H", "C", "C", "C", "C", "C", "C", "N", "O", "C", "C", "C", "H", "H", "H", "H", "H", "H", "H", "H", "H", "H", "H", "H", "H", "H", "H", "H", "H", "H", "H", "C", "C", "C", "C", "C", "C", "N", "O", "C", "C", "C", "H", "H", "H", "H", "H", "H", "H", "H", "H", "H", "H", "H", "H", "H", "H", "H", "H", "H", "H", "C", "C", "C", "C", "C", "C", "N", "O", "C", "C", "C", "H", "H", "H", "H", "H", "H", "H", "H", "H", "H", "H", "H", "H", "H", "H", "H", "H", "H", "H"], "xyz": [[1.760, 4.960, -3.096], [1.543, 5.326, -1.670], [2.374, 4.408, -0.596], [3.159, 3.208, -1.742], [3.027, 1.876, -1.086], [4.407, 3.716, -2.209], [1.998, 3.535, -3.102], [2.602, 5.451, -3.585], [0.890, 5.369, -3.608], [0.488, 5.288, -1.398], [1.704, 6.401, -1.591], [1.647, 3.937, 0.066], [3.295, 4.660, -0.071], [1.212, 2.892, -2.706], [2.416, 3.108, -4.014], [-0.548, -0.962, 0.581], [0.514, -1.670, -0.129], [-0.089, -1.892, -1.536], [-0.970, -0.310, -1.965], [-2.354, -0.528, -2.507], [0.044, 0.501, -2.677], [-1.017, 0.245, -0.148], [-0.231, -0.599, 1.559], [-1.312, -1.698, 0.830], [0.821, -2.647, 0.246], [1.501, -1.209, -0.167], [-0.857, -2.666, -1.560], [0.664, -2.178, -2.270], [-1.980, 0.683, 0.115], [-0.325, 1.086, -0.162], [-4.543, 0.848, 2.668], [-5.695, -0.055, 3.019], [-6.477, -0.243, 1.647], [-7.546, -1.286, 1.771], [-6.880, -2.624, 2.128], [-6.001, -2.603, 3.418], [-5.234, -1.341, 3.484], [-4.183, -1.417, 4.441], [-6.929, -2.651, 4.703], [-5.137, -3.882, 3.539], [-6.521, 0.699, 4.092], [-4.817, 1.760, 2.139], [-4.057, 0.403, 1.800], [-3.795, 0.897, 3.459], [-7.196, 0.573, 1.576], [-5.919, -0.305, 0.712], [-8.099, -1.227, 0.834], [-8.287, -0.991, 2.513], [-6.304, -3.083, 1.325], [-7.746, -3.207, 2.442], [-6.451, -2.861, 5.659], [-7.540, -1.758, 4.833], [-7.645, -3.474, 4.693], [-5.705, -4.804, 3.661], [-4.358, -4.082, 2.803], [-4.630, -4.037, 4.491], [-5.974, 0.756, 5.033], [-7.455, 0.180, 4.305], [-6.777, 1.724, 3.824], [-3.387, -1.489, 3.910], [-1.231, 3.757, 6.203], [-0.836, 2.651, 5.222], [-1.470, 3.088, 3.866], [-0.882, 2.235, 2.583], [0.672, 2.348, 2.578], [1.404, 2.098, 3.878], [0.621, 2.615, 5.062], [1.268, 2.527, 6.358], [1.671, 0.579, 4.031], [2.822, 2.855, 3.686], [-1.514, 1.293, 5.610], [-0.931, 3.464, 7.209], [-2.252, 4.137, 6.200], [-0.560, 4.589, 5.991], [-2.549, 2.950, 3.792], [-1.339, 4.169, 3.816], [-1.399, 2.580, 1.688], [-1.205, 1.216, 2.797], [1.042, 3.038, 1.819], [0.927, 1.480, 1.970], [2.357, 0.221, 3.263], [2.109, 0.199, 4.954], [0.718, 0.068, 3.893], [2.566, 3.832, 3.276], [3.385, 3.076, 4.593], [3.327, 2.419, 2.824], [-2.496, 1.578, 5.987], [-1.021, 0.856, 6.478], [-1.663, 0.598, 4.784], [1.600, 3.398, 6.587], [-2.883, 3.054, -1.581], [-3.397, 4.470, -1.350], [-3.687, 4.642, 0.191], [-4.009, 6.014, 0.499], [-2.900, 6.932, 0.133], [-2.425, 6.823, -1.312], [-2.372, 5.430, -1.725], [-1.551, 5.221, -2.836], [-3.620, 7.607, -2.192], [-1.092, 7.627, -1.425], [-4.736, 4.527, -2.113], [-2.856, 2.353, -0.747], [-1.834, 3.018, -1.873], [-3.505, 2.379, -2.168], [-4.559, 4.000, 0.312], [-2.808, 4.200, 0.660], [-4.074, 5.849, 1.575], [-5.009, 6.413, 0.324], [-2.024, 6.482, 0.601], [-3.016, 7.978, 0.414], [-3.554, 8.692, -2.112], [-3.636, 7.510, -3.278], [-4.572, 7.345, -1.731], [-0.700, 7.709, -2.439], [-1.286, 8.676, -1.199], [-0.279, 7.271, -0.793], [-5.356, 5.408, -1.949], [-5.380, 3.672, -1.910], [-4.563, 4.651, -3.182], [-1.903, 5.754, -3.553], [2.911, -2.655, -4.463], [2.118, -3.355, -5.680], [2.967, -3.392, -7.005], [4.000, -4.451, -7.305], [3.218, -5.727, -6.987], [2.778, -5.971, -5.557], [1.869, -4.830, -5.321], [0.977, -5.012, -4.211], [2.064, -7.362, -5.647], [3.919, -5.914, -4.560], [0.819, -2.533, -6.038], [2.336, -2.897, -3.569], [3.035, -1.606, -4.732], [3.897, -3.077, -4.267], [2.318, -3.506, -7.873], [3.538, -2.463, -7.013], [5.005, -4.517, -6.888], [4.293, -4.331, -8.348], [3.890, -6.526, -7.299], [2.319, -5.675, -7.600], [1.101, -7.307, -6.155], [2.606, -8.212, -6.061], [1.972, -7.783, -4.646], [4.676, -6.544, -5.026], [4.417, -4.986, -4.281], [3.522, -6.313, -3.627], [-0.169, -2.981, -5.934], [0.805, -2.092, -7.035], [0.827, -1.855, -5.185], [0.351, -5.680, -4.501], [7.097, -5.335, 0.867], [6.808, -3.833, 0.383], [5.994, -3.988, -1.032], [4.538, -4.434, -0.968], [3.823, -3.561, 0.083], [4.496, -3.410, 1.512], [5.939, -3.194, 1.422], [6.545, -2.986, 2.619], [3.783, -2.218, 2.234], [4.070, -4.702, 2.250], [8.039, -2.951, 0.126], [7.676, -5.330, 1.791], [7.845, -5.831, 0.249], [6.300, -6.058, 1.045], [5.940, -2.944, -1.342], [6.560, -4.412, -1.861], [4.443, -5.475, -0.658], [3.985, -4.409, -1.907], [2.859, -4.067, 0.046], [3.606, -2.614, -0.412], [2.693, -2.221, 2.247], [4.071, -2.218, 3.286], [4.061, -1.263, 1.787], [3.016, -4.728, 2.524], [4.237, -5.698, 1.839], [4.711, -4.712, 3.131], [8.507, -3.395, -0.753], [8.626, -2.748, 1.022], [7.869, -1.973, -0.325], [6.830, -2.070, 2.642]], "forces_ev_per_a": [[0.0, 1.4, -0.5], [0.8, 1.4, 2.8], [-0.4, 0.0, -2.4], [-2.4, -1.3, 1.5], [0.5, 1.8, -1.6], [1.4, 0.1, 0.2], [0.2, -3.5, 0.2], [0.3, 0.2, 0.4], [-0.2, -0.7, -0.4], [0.0, -0.7, -0.1], [0.6, 0.0, 0.5], [0.4, -0.2, -0.2], [-0.4, 1.2, 0.2], [-0.8, 0.2, -0.6], [-0.1, -0.1, 0.1], [-0.5, 0.4, 3.0], [1.3, -1.2, -2.1], [-0.1, 0.1, -0.3], [-0.5, 0.2, -0.2], [3.2, 0.3, 1.0], [-1.7, -0.8, 0.6], [-0.4, 0.5, -2.3], [0.3, -0.1, 0.2], [-0.6, 0.3, -0.3], [-0.7, -0.2, 0.5], [-0.2, 0.9, -0.3], [-0.1, 0.0, 0.3], [-0.2, 0.5, -0.2], [-0.1, -0.6, -0.1], [0.4, -0.2, 0.2], [1.3, -0.7, -1.3], [-0.6, 1.0, -0.6], [-1.6, 1.1, 2.0], [1.2, -0.8, -0.3], [-1.1, -0.1, 1.1], [-0.8, 0.5, 1.8], [1.2, -2.0, -1.5], [-0.9, 0.8, 0.1], [-0.6, -0.4, -0.2], [0.5, -0.5, 0.5], [-0.5, -0.3, 0.0], [-0.4, 0.6, 1.1], [0.6, -0.7, 0.0], [-0.2, 0.7, 0.0], [0.9, 1.2, -0.3], [0.5, -0.2, 0.4], [0.0, -0.9, -0.2], [0.2, -0.1, 0.3], [-0.2, 0.1, -0.2], [0.3, -1.0, -0.5], [0.8, 0.5, -0.2], [0.2, 0.1, -0.1], [-0.2, -0.2, -0.6], [-0.9, 0.2, -0.9], [-0.2, 0.4, -0.5], [0.3, 1.2, 0.3], [0.2, -0.2, 0.0], [0.0, 0.1, 0.0], [0.1, 0.0, -0.3], [0.1, -0.1, -0.1], [1.5, 0.1, 0.7], [-1.4, -1.0, -1.5], [1.0, -1.0, -1.7], [0.0, 2.1, 3.1], [-1.7, -2.0, -2.1], [1.7, 0.4, 1.8], [0.7, 1.6, -0.1], [-0.3, -1.2, -1.3], [-0.2, -0.2, -0.3], [-2.2, 0.6, -0.1], [0.1, 1.2, 0.8], [-0.4, -0.1, 0.2], [-0.1, -0.5, -0.3], [-0.1, 0.3, -0.2], [-0.1, -0.2, 0.7], [0.4, 0.1, -0.7], [0.4, 0.0, -0.1], [0.1, -0.2, -0.2], [0.0, 1.2, 1.1], [0.3, -0.6, 0.0], [-0.1, 0.1, -0.3], [-0.2, 0.7, 0.4], [-0.1, -0.2, 0.0], [-0.2, 0.3, 0.2], [0.2, -0.8, -0.1], [0.5, -0.5, 0.6], [-0.3, -0.2, -0.1], [0.3, -0.3, -0.3], [0.3, -0.1, 0.1], [-0.1, 0.3, -0.4], [0.9, -1.6, 0.2], [-0.7, -1.0, 0.2], [-0.1, -2.3, -4.0], [-0.8, 1.3, 2.7], [1.5, -0.6, -0.2], [-2.2, 1.9, -2.0], [1.2, 0.7, 1.7], [-0.3, -0.4, 0.0], [1.3, 0.1, 0.9], [-0.5, -0.1, -0.7], [-0.3, 1.2, -0.6], [-0.2, 0.8, 1.3], [-0.2, 0.1, -0.7], [0.1, 0.7, -1.1], [0.1, -0.2, 0.5], [-0.1, 0.4, 0.6], [0.2, 1.2, 0.7], [-0.1, -0.5, -0.9], [0.2, 0.5, 0.9], [0.0, -0.1, 0.0], [0.3, 0.2, 0.5], [0.1, -0.8, 0.0], [0.0, -0.2, -0.4], [-0.1, -0.5, -0.2], [-0.2, -0.1, 0.5], [-0.3, -0.1, 0.2], [0.1, 0.1, 0.7], [0.3, -0.2, -0.1], [0.2, -0.7, -0.2], [-0.4, 0.1, -0.5], [-0.6, -1.5, -0.9], [1.1, -0.9, -1.2], [1.3, 1.2, 0.5], [-0.5, -1.1, 0.9], [1.8, 0.0, -1.9], [0.1, 0.3, -2.1], [-1.9, 0.4, 2.7], [1.8, 1.3, -2.0], [-0.2, 0.2, 1.9], [0.0, -0.7, 0.7], [0.1, -0.5, 1.9], [-0.1, 0.8, 0.1], [-0.4, 0.0, 0.4], [0.0, 0.0, -0.5], [-0.3, 0.7, 0.2], [-0.7, 0.6, -0.3], [-0.2, 0.7, 1.1], [-0.6, -0.4, -0.3], [-0.6, -0.6, 0.0], [0.0, -0.6, -0.2], [0.0, 0.1, 0.1], [0.6, 0.8, -0.8], [-0.8, 0.4, 0.4], [0.1, -0.3, 0.5], [-0.4, 0.2, -0.6], [0.4, -0.3, 0.1], [0.3, -0.8, 0.0], [0.6, 0.2, 0.3], [-0.4, 0.9, -0.7], [-0.3, -0.7, -0.1], [2.0, 0.8, 0.1], [-2.2, -2.2, -0.1], [0.2, 2.0, 0.7], [1.0, -0.2, 1.6], [0.2, -0.1, -1.2], [-2.2, -1.0, -1.3], [-1.4, 0.9, -3.3], [0.7, -0.6, 1.4], [0.8, -0.1, 0.1], [0.8, -0.2, 1.2], [-0.4, -0.4, -0.7], [-0.3, 0.4, 0.5], [-0.2, 0.0, -0.7], [-0.5, 0.7, -0.4], [-0.1, 0.4, -0.2], [0.4, -0.7, 0.5], [0.2, -0.3, 0.2], [0.2, 0.4, -0.3], [-0.4, 0.2, 1.3], [0.4, 0.5, 0.3], [-0.1, -0.6, -0.3], [0.2, 0.1, 0.0], [0.3, 0.0, -0.1], [0.0, 0.5, 0.2], [0.3, 0.3, -0.9], [-0.4, -0.1, 0.6], [1.1, -0.5, 0.6], [0.4, -0.6, -0.3], [-1.1, 0.2, 0.4], [-0.1, 0.3, -0.1]], "lowdin_charge": [-0.26, -0.19, -0.14, 0.68, -0.38, -0.31, -0.24, 0.13, 0.12, 0.08, 0.11, 0.06, 0.09, 0.09, 0.12, -0.26, -0.23, -0.20, 0.77, -0.37, -0.37, -0.19, 0.10, 0.13, 0.11, 0.12, 0.10, 0.07, 0.08, 0.10, -0.05, -0.50, -0.13, -0.20, -0.11, -0.44, -0.11, -0.01, -0.03, -0.05, -0.02, 0.09, 0.07, 0.07, 0.11, 0.12, 0.11, 0.11, 0.12, 0.11, 0.08, 0.06, 0.07, 0.08, 0.08, 0.07, 0.09, 0.06, 0.08, 0.09, -0.05, -0.51, -0.10, -0.12, -0.15, -0.43, -0.08, -0.02, -0.03, -0.01, -0.02, 0.08, 0.09, 0.08, 0.09, 0.10, 0.08, 0.07, 0.09, 0.09, 0.06, 0.09, 0.07, 0.06, 0.07, 0.08, 0.08, 0.08, 0.05, 0.09, -0.03, -0.47, -0.15, -0.22, -0.14, -0.43, -0.12, -0.01, 0.00, -0.03, -0.04, 0.05, 0.08, 0.09, 0.13, 0.11, 0.12, 0.13, 0.12, 0.13, 0.06, 0.07, 0.05, 0.08, 0.08, 0.07, 0.06, 0.09, 0.09, 0.10, 0.03, -0.34, -0.14, -0.17, -0.16, -0.47, 0.11, 0.11, 0.00, 0.02, 0.02, 0.07, 0.11, 0.07, 0.12, 0.13, 0.12, 0.13, 0.14, 0.13, 0.10, 0.11, 0.09, 0.12, 0.07, 0.10, 0.09, 0.10, 0.08, 0.13, -0.02, -0.40, -0.12, -0.20, -0.14, -0.45, -0.16, 0.00, -0.04, -0.04, -0.03, 0.07, 0.07, 0.06, 0.10, 0.11, 0.10, 0.07, 0.10, 0.10, 0.07, 0.08, 0.08, 0.08, 0.07, 0.08, 0.08, 0.08, 0.08, 0.11], "charge": 1, "spin_multiplicity": 2, "total_energy_ev": -104287.3356, "lumo_energy_ev": [-2.62, -6.33], "homo_ev": [-9.20, -9.20], "s_squared": 0.7547}